Entry 1:
Here is a cluster of 15 separate species, C78H185N19O15 in total at a distorted geometry from the OMol25 dataset. Energies are from wB97M-V/def2-TZVPD.

Properties
LUMO   0.32 eV
Energy   -5251.6810 a.u.
Multiplicity   1
Net charge   0
Gap between HOMO and LUMO   8.64 eV
HOMO   -0.306 hartree

Last column: Löwdin charge in e.
Positions of all 297 atoms, in Å:
C  4.40  -1.43  -0.49  -0.040
C  5.87  -1.14  -0.16  -0.393
C  6.62  -2.47  0.14  -0.230
O  6.04  -3.22  1.14  -0.191
C  6.73  -4.37  1.43  -0.133
N  6.46  -0.35  -1.25  0.066
H  3.96  -0.50  -0.84  0.068
H  3.80  -1.79  0.33  0.055
H  4.30  -2.24  -1.20  0.049
H  5.90  -0.56  0.78  0.128
H  7.65  -2.23  0.36  0.118
H  6.63  -3.06  -0.79  0.130
H  7.86  -4.30  1.34  0.106
H  6.52  -5.08  0.61  0.088
H  6.40  -4.77  2.39  0.084
H  7.33  0.03  -0.98  0.054
H  6.62  -0.82  -2.12  0.072
C  -4.85  -2.18  -1.34  -0.062
C  -6.18  -1.99  -2.03  -0.445
C  -5.99  -1.73  -3.46  -0.181
O  -7.40  -1.64  -4.02  -0.198
C  -7.33  -1.42  -5.48  -0.078
N  -6.88  -3.32  -1.97  0.051
H  -4.49  -1.17  -1.10  0.062
H  -4.14  -2.91  -1.74  0.068
H  -5.04  -2.45  -0.29  0.089
H  -6.71  -1.18  -1.55  0.133
H  -5.54  -2.65  -3.87  0.121
H  -5.39  -0.83  -3.67  0.098
H  -6.70  -2.13  -6.00  0.072
H  -7.03  -0.38  -5.70  0.090
H  -8.31  -1.56  -5.81  0.051
H  -7.84  -3.24  -2.27  0.062
H  -6.82  -3.70  -1.03  0.059
C  3.26  -2.93  3.76  -0.065
C  2.88  -4.34  4.08  -0.457
C  3.03  -4.60  5.58  -0.184
O  2.34  -5.82  5.92  -0.218
C  2.38  -6.17  7.34  -0.070
N  1.54  -4.60  3.60  0.063
H  3.64  -2.87  2.72  0.074
H  4.06  -2.57  4.40  0.085
H  2.47  -2.25  4.02  0.066
H  3.66  -4.91  3.63  0.119
H  2.56  -3.79  6.13  0.122
H  4.10  -4.72  5.77  0.128
H  3.33  -6.62  7.64  0.086
H  1.57  -6.87  7.47  0.082
H  2.25  -5.25  7.90  0.077
H  1.32  -5.53  3.93  0.078
H  0.85  -4.03  4.12  0.086
C  -2.91  -3.96  5.32  -0.059
C  -2.74  -2.72  4.53  -0.451
C  -1.70  -1.72  5.01  -0.206
O  -2.03  -1.05  6.21  -0.175
C  -2.93  0.02  6.09  -0.115
N  -2.42  -3.05  3.12  0.050
H  -3.80  -4.46  4.96  0.078
H  -2.92  -3.68  6.39  0.101
H  -2.09  -4.62  5.05  0.071
H  -3.68  -2.09  4.58  0.137
H  -1.64  -0.93  4.23  0.097
H  -0.67  -2.10  5.06  0.124
H  -3.83  -0.18  5.49  0.087
H  -2.54  0.86  5.45  0.071
H  -3.21  0.39  7.05  0.085
H  -2.44  -2.31  2.43  0.052
H  -2.95  -3.86  2.79  0.073
C  -7.38  1.26  2.19  -0.059
C  -6.18  2.18  2.08  -0.480
C  -5.77  2.52  0.68  -0.230
O  -5.67  1.31  -0.02  -0.180
C  -5.30  1.49  -1.34  -0.111
N  -6.32  3.31  3.00  0.044
H  -8.19  1.83  1.74  0.075
H  -7.63  1.19  3.26  0.081
H  -7.31  0.24  1.75  0.088
H  -5.36  1.56  2.45  0.127
H  -4.76  2.92  0.67  0.100
H  -6.48  3.29  0.25  0.146
H  -5.55  0.63  -1.95  0.062
H  -4.23  1.72  -1.49  0.082
H  -5.83  2.36  -1.75  0.092
H  -7.15  3.87  2.67  0.092
H  -5.56  3.97  2.88  0.050
C  2.88  2.50  -2.84  -0.512
O  2.11  1.76  -3.49  -0.012
N  4.30  2.25  -2.54  0.143
N  2.55  3.75  -2.35  0.198
H  4.65  1.32  -2.73  0.057
H  4.67  2.52  -1.64  0.042
H  3.25  4.31  -1.93  0.063
H  1.66  4.16  -2.48  0.047
C  1.50  -5.12  -0.22  -0.665
O  1.26  -5.10  -1.42  0.013
N  0.51  -5.40  0.69  0.157
N  2.74  -4.91  0.36  0.188
H  0.64  -4.96  1.61  0.057
H  -0.31  -5.21  0.11  0.082
H  3.45  -4.84  -0.31  0.072
H  2.97  -5.22  1.27  0.073
C  -1.12  3.40  -3.64  -0.613
O  -0.31  4.30  -3.33  -0.006
N  -0.80  2.17  -4.18  0.175
N  -2.50  3.55  -3.58  0.154
H  0.17  1.86  -4.13  0.055
H  -1.55  1.52  -4.22  0.044
H  -3.12  2.84  -3.95  0.081
H  -2.81  4.33  -3.00  0.092
C  -3.02  -0.91  -4.60  -0.683
O  -3.51  0.17  -4.29  0.001
N  -3.34  -1.50  -5.82  0.175
N  -2.41  -1.76  -3.79  0.225
H  -3.77  -0.92  -6.50  0.093
H  -3.02  -2.42  -6.08  0.089
H  -1.82  -2.45  -4.18  0.052
H  -2.48  -1.55  -2.81  0.063
C  0.88  5.70  -0.25  -0.028
C  0.39  6.72  0.80  -0.436
C  0.13  8.07  0.14  -0.158
C  -1.18  8.00  -0.61  -0.151
C  -2.38  7.71  0.41  -0.091
C  -2.18  6.29  0.95  -0.513
N  -0.84  6.26  1.57  -0.062
O  -0.60  4.95  2.09  -0.051
C  -3.19  6.01  2.12  -0.022
C  -2.43  5.26  -0.12  -0.036
C  1.55  6.91  1.88  -0.018
H  1.92  5.86  -0.52  0.065
H  0.33  5.93  -1.19  0.071
H  0.71  4.70  0.06  0.047
H  0.11  8.88  0.86  0.120
H  0.99  8.25  -0.52  0.130
H  -1.19  7.25  -1.40  0.092
H  -1.31  9.00  -1.00  0.105
H  -3.31  7.81  -0.10  0.099
H  -2.30  8.41  1.26  0.125
H  -4.13  6.51  1.91  0.079
H  -3.34  4.94  2.29  0.069
H  -2.85  6.46  3.05  0.071
H  -1.79  5.46  -1.00  0.053
H  -2.26  4.23  0.14  0.061
H  -3.48  5.35  -0.51  0.106
H  1.96  5.94  2.13  0.032
H  1.18  7.39  2.80  0.079
H  2.36  7.56  1.47  0.092
H  -0.73  5.02  3.04  0.037
C  -1.70  -5.05  -3.60  -0.027
C  -1.63  -6.57  -3.76  -0.505
C  -2.01  -7.18  -2.43  -0.153
C  -3.50  -7.09  -2.23  -0.182
C  -4.23  -7.83  -3.37  -0.148
C  -3.95  -7.12  -4.69  -0.492
N  -2.43  -7.17  -4.83  -0.075
O  -2.14  -6.49  -6.02  -0.048
C  -4.53  -8.09  -5.77  -0.040
C  -4.59  -5.72  -4.73  -0.021
C  -0.19  -7.03  -3.98  -0.024
H  -1.79  -4.51  -4.57  0.077
H  -0.80  -4.65  -3.13  0.071
H  -2.55  -4.71  -3.04  0.049
H  -1.70  -8.21  -2.38  0.124
H  -1.53  -6.68  -1.59  0.116
H  -3.85  -6.03  -2.06  0.114
H  -3.87  -7.56  -1.30  0.113
H  -5.32  -7.78  -3.20  0.125
H  -3.95  -8.93  -3.51  0.144
H  -4.04  -9.06  -5.79  0.076
H  -5.54  -8.33  -5.45  0.076
H  -4.51  -7.63  -6.77  0.084
H  -4.38  -5.14  -3.85  0.041
H  -4.23  -5.24  -5.62  0.072
H  -5.69  -5.72  -4.85  0.100
H  0.25  -6.57  -4.84  0.044
H  -0.16  -8.10  -4.23  0.093
H  0.44  -6.96  -3.11  0.074
H  -1.43  -7.02  -6.44  0.121
C  3.01  2.87  0.92  -0.003
C  4.43  3.39  1.39  -0.430
C  5.45  2.24  1.37  -0.128
C  6.95  2.63  1.39  -0.159
C  7.22  3.57  0.24  -0.138
C  6.24  4.79  0.23  -0.492
N  4.88  4.29  0.31  -0.090
O  3.90  5.32  0.08  -0.061
C  6.60  5.74  1.43  -0.016
C  6.46  5.55  -1.08  -0.020
C  4.21  4.09  2.84  0.007
H  3.23  2.34  -0.01  0.062
H  2.23  3.58  0.91  0.049
H  2.85  2.07  1.66  0.079
H  5.21  1.59  2.24  0.124
H  5.24  1.63  0.48  0.093
H  7.54  1.70  1.32  0.106
H  7.25  3.13  2.32  0.109
H  7.18  3.12  -0.72  0.098
H  8.26  3.94  0.37  0.130
H  6.60  5.16  2.32  0.031
H  7.61  6.16  1.19  0.103
H  5.90  6.56  1.61  0.078
H  7.37  6.15  -1.13  0.091
H  6.51  4.78  -1.82  0.067
H  5.65  6.22  -1.27  0.069
H  3.81  3.38  3.56  0.067
H  3.63  4.99  2.77  0.045
H  5.16  4.37  3.30  0.062
H  3.92  5.87  0.89  0.070
C  0.89  3.41  4.21  -0.035
C  0.54  3.07  5.69  -0.478
C  1.80  3.26  6.57  -0.134
C  2.08  4.78  6.68  -0.142
C  0.82  5.44  7.38  -0.114
C  -0.41  5.28  6.54  -0.524
N  -0.55  3.83  6.30  -0.083
O  -1.72  3.53  5.54  -0.022
C  -1.65  5.69  7.36  -0.025
C  -0.44  6.10  5.26  -0.025
C  0.20  1.54  5.66  -0.029
H  1.68  2.70  3.97  0.068
H  1.29  4.40  3.96  0.059
H  0.05  3.10  3.57  0.067
H  1.49  2.88  7.56  0.122
H  2.69  2.68  6.26  0.120
H  2.28  5.16  5.65  0.098
H  3.00  4.99  7.22  0.102
H  0.97  6.50  7.46  0.110
H  0.60  5.02  8.38  0.130
H  -1.55  6.76  7.48  0.077
H  -2.59  5.56  6.85  0.078
H  -1.65  5.22  8.35  0.092
H  -1.28  5.82  4.64  0.058
H  -0.65  7.15  5.51  0.100
H  0.39  6.11  4.57  0.055
H  1.05  0.87  5.46  0.099
H  -0.54  1.38  4.91  0.042
H  -0.26  1.21  6.58  0.081
H  -2.14  2.88  6.12  0.086
C  0.35  -1.09  -1.75  0.023
C  -0.52  -1.44  -0.45  -0.439
C  0.46  -1.73  0.66  -0.133
C  1.17  -0.45  1.25  -0.150
C  0.04  0.36  1.86  -0.143
C  -0.99  0.76  0.82  -0.470
N  -1.53  -0.45  0.13  -0.022
O  -2.37  -0.05  -0.94  -0.080
C  -2.21  1.45  1.47  -0.003
C  -0.32  1.80  -0.11  -0.004
C  -1.32  -2.70  -0.76  -0.039
H  0.59  -2.11  -2.05  0.070
H  -0.22  -0.55  -2.46  0.046
H  1.24  -0.56  -1.47  0.056
H  -0.04  -2.22  1.49  0.107
H  1.27  -2.36  0.32  0.095
H  1.92  -0.79  1.99  0.101
H  1.72  0.13  0.47  0.087
H  0.48  1.19  2.43  0.101
H  -0.39  -0.30  2.59  0.087
H  -1.94  2.45  1.73  0.053
H  -2.48  0.96  2.44  0.089
H  -3.12  1.49  0.85  0.071
H  0.63  1.62  -0.61  0.073
H  -0.12  2.62  0.61  0.077
H  -0.99  2.10  -0.93  0.078
H  -1.85  -3.03  0.14  0.080
H  -2.20  -2.63  -1.41  0.035
H  -0.57  -3.45  -1.05  0.060
H  -2.01  0.58  -1.60  0.079
C  3.59  -3.13  -3.56  -0.048
C  2.88  -3.11  -4.93  -0.511
C  1.96  -4.34  -5.00  -0.138
C  0.98  -4.20  -6.12  -0.170
C  0.27  -2.85  -6.08  -0.155
C  1.19  -1.68  -6.18  -0.479
N  2.08  -1.87  -4.97  -0.055
O  3.02  -0.80  -4.96  -0.041
C  1.85  -1.54  -7.57  -0.015
C  0.43  -0.37  -5.83  -0.033
C  3.98  -3.25  -5.96  -0.047
H  4.28  -2.30  -3.54  0.068
H  4.12  -4.04  -3.36  0.082
H  2.87  -2.98  -2.76  0.063
H  2.62  -5.25  -5.02  0.142
H  1.42  -4.36  -4.04  0.103
H  0.21  -4.99  -6.04  0.087
H  1.51  -4.29  -7.08  0.110
H  -0.23  -2.74  -5.13  0.082
H  -0.53  -2.89  -6.83  0.131
H  2.13  -2.55  -7.89  0.054
H  1.22  -1.14  -8.34  0.080
H  2.77  -0.95  -7.67  0.088
H  0.14  -0.43  -4.78  0.058
H  1.02  0.53  -6.01  0.087
H  -0.45  -0.32  -6.45  0.082
H  3.74  -3.39  -7.00  0.062
H  4.63  -4.10  -5.69  0.089
H  4.66  -2.38  -6.03  0.094
H  2.58  -0.11  -4.45  0.058

***

Entry 2:
Here is the molecule C8H12 at a distorted geometry from the OMol25 dataset. Energies are from wB97M-V/def2-TZVPD.

Properties
LUMO   -1.58 eV
Energy   -311.8163 a.u.
Energy above the lowest of the compared OMol25 structures with the same formula, charge and spin   106.8 kcal/mol
Multiplicity   1
Structure (SMILES)   C=C/C=C/C(=C)CC
Net charge   0
Gap between HOMO and LUMO   4.94 eV
HOMO   -0.240 hartree

Last column: Löwdin charge in e.
Positions of all 20 atoms, in Å:
C  -3.78  -0.14  -0.39  0.023
C  -2.60  0.28  0.17  -0.244
C  -1.41  0.54  -0.49  -0.072
C  -0.25  1.15  0.44  -0.017
C  0.97  0.49  0.66  -0.362
C  2.10  0.92  1.31  0.075
C  1.11  -0.92  0.07  -0.236
C  2.18  -1.09  -1.02  -0.107
H  -4.66  -0.13  0.23  0.044
H  -3.77  -0.45  -1.41  0.047
H  -2.66  0.60  1.22  0.110
H  -1.12  0.68  -1.52  0.101
H  -0.19  2.23  0.64  0.103
H  2.24  1.87  1.80  0.055
H  2.85  0.14  1.43  0.061
H  0.14  -1.31  -0.33  0.106
H  1.49  -1.46  0.93  0.101
H  2.15  -2.18  -1.24  0.078
H  3.17  -0.81  -0.63  0.063
H  2.05  -0.42  -1.87  0.072

***

Entry 3:
Here is a cluster of 7 separate species, C4H23N2O6 in total at a distorted geometry from the OMol25 dataset. Energies are from wB97M-V/def2-TZVPD.

Properties
LUMO   -2.50 eV
Energy   -726.9200 a.u.
Energy above the lowest of the compared OMol25 structures with the same formula, charge and spin   5.3 kcal/mol
Multiplicity   1
Net charge   +1
Gap between HOMO and LUMO   11.56 eV
HOMO   -0.516 hartree

Last column: Löwdin charge in e.
Positions of all 35 atoms, in Å:
C  -0.20  2.55  1.74  -0.088
C  0.66  1.33  2.15  -0.223
C  0.01  -0.02  1.91  -0.156
N  1.35  -0.52  -0.67  0.195
C  1.44  -1.32  0.37  -0.150
N  0.95  -1.10  1.56  0.079
H  -1.27  2.37  1.88  0.078
H  0.05  3.31  2.48  0.079
H  -0.04  2.87  0.71  0.051
H  0.93  1.31  3.22  0.116
H  1.58  1.65  1.68  0.109
H  -0.70  0.10  1.08  0.117
H  -0.63  -0.44  2.68  0.123
H  1.57  -0.72  -1.64  0.104
H  0.58  0.15  -0.54  0.072
H  2.17  -2.13  0.29  0.148
H  1.19  -1.76  2.29  0.142
H  3.55  -2.34  -2.58  0.064
H  2.20  -2.99  -2.24  0.066
O  2.94  -2.51  -1.85  -0.051
H  -1.32  -3.40  3.85  0.042
H  0.12  -3.25  4.36  0.046
O  -0.60  -2.78  3.92  -0.042
H  -3.81  -2.40  -1.98  0.050
H  -2.36  -1.97  -1.86  0.012
O  -3.20  -1.94  -1.39  -0.065
H  -0.10  2.33  -1.77  0.030
H  -1.00  1.17  -1.47  0.062
O  -0.15  1.37  -1.90  -0.077
H  -0.86  4.37  -1.28  0.069
H  -2.21  4.11  -1.75  0.077
O  -1.42  3.61  -1.50  -0.052
H  -1.19  -0.41  -3.91  0.038
H  0.07  0.14  -3.81  0.016
O  -0.29  -0.74  -4.04  -0.079

***

Entry 4:
Here is a structure of composition C22H20Cl5N2O3OsS3 at a distorted geometry from the OMol25 dataset. Energies are from wB97M-V/def2-TZVPD.

Properties
LUMO (alpha / beta)   -2.72 / -5.67 eV
Energy   -4771.5377 a.u.
⟨S²⟩   6.02
Multiplicity   5
Net charge   +1
Gap between HOMO and LUMO (alpha / beta)   8.41 / 5.46 eV
HOMO (alpha / beta)   -0.409 / -0.409 hartree

Last column: Mulliken spin population.
Positions of all 56 atoms, in Å:
Os  1.62  -2.18  -0.77  2.966
C  6.02  -0.66  -1.04  -0.003
C  4.55  -0.79  -0.83  0.107
S  3.89  -2.39  -0.98  0.355
C  3.74  0.27  -0.52  0.184
C  4.26  1.66  -0.41  0.000
S  2.03  0.05  -0.28  0.234
H  6.46  -1.63  -1.22  0.001
H  6.49  -0.21  -0.16  0.005
H  6.22  0.00  -1.89  0.005
H  5.10  1.71  0.28  0.008
H  3.47  2.32  -0.05  0.001
H  4.60  2.01  -1.38  0.011
Cl  -2.74  -1.33  5.41  0.000
C  -2.85  -0.59  3.87  0.000
C  -1.71  -0.10  3.25  -0.003
C  -1.81  0.53  2.02  0.000
C  -3.04  0.67  1.38  0.000
C  -3.14  1.35  0.04  0.001
C  -3.37  0.29  -1.07  0.000
N  -2.37  -0.74  -0.99  0.006
C  -2.60  -2.06  -0.72  -0.006
C  -1.38  -2.66  -0.64  0.013
N  -0.41  -1.72  -0.84  0.049
C  -1.05  -0.57  -1.05  0.000
O  -1.96  2.08  -0.18  0.007
C  -2.02  3.08  -1.20  0.000
C  -0.88  4.02  -0.95  0.000
C  -0.93  5.02  0.00  0.000
Cl  -2.26  5.38  1.00  0.000
S  0.55  5.91  0.10  0.000
C  1.23  4.95  -1.14  -0.001
C  0.38  3.99  -1.59  0.001
C  -4.17  0.15  2.01  0.000
Cl  -5.72  0.26  1.27  0.000
C  -4.09  -0.48  3.25  0.000
H  -0.75  -0.19  3.73  0.000
H  -0.93  0.93  1.55  0.001
H  -4.01  2.03  0.03  0.000
H  -3.32  0.77  -2.06  0.001
H  -4.35  -0.16  -0.94  0.000
H  -3.59  -2.45  -0.62  -0.001
H  -1.15  -3.69  -0.45  -0.006
H  -0.57  0.38  -1.21  -0.003
H  -2.97  3.62  -1.15  0.000
H  -1.91  2.62  -2.19  0.000
H  2.23  5.16  -1.48  0.000
H  0.64  3.28  -2.36  0.000
H  -4.97  -0.86  3.73  0.000
Cl  1.77  -6.83  1.55  0.001
C  1.96  -6.20  -0.08  0.002
Cl  3.67  -6.30  -0.62  0.005
C  1.66  -4.72  -0.17  -0.023
O  1.65  -3.99  0.84  0.078
O  1.48  -4.23  -1.32  0.000
H  1.36  -6.79  -0.78  0.001

***

Q: The highest energy belongs to which entry?
A: C8H12

***

Q: The highest multiplicity belongs to which entry?
A: C22H20Cl5N2O3OsS3